Run w
Computed, not measured: 5 unconnected molecules or ions with the total composition C6H8, with wB97M-V/def2-TZVPD.

2S+1 = 1
HOMO = -8.700 eV
Gap between HOMO and LUMO = 0.31807 Eh

Element x y z (Å)
C: -2.2303 -0.1072 -0.2819
C: -0.8424 -0.1580 0.1119
C: 0.1029 1.0833 0.5610
C: 1.4555 0.5426 -0.5082
C: 1.3463 -0.9412 0.0883
C: 0.0906 -1.3190 0.2656
H: -2.9185 -1.0075 -0.4665
H: -2.8608 0.8594 -0.6702
H: 0.4294 0.6788 2.2150
H: -0.4694 2.6684 0.5704
H: 2.8371 1.1684 -0.3600
H: 1.2958 0.4575 -2.0284
H: 2.1577 -1.6674 -0.0381
H: -0.3939 -2.2581 0.5412

---

Run x
Computed, not measured: a single C6H8 molecule, with wB97M-V/def2-TZVPD.

SMILES = C[C@H]1CC12C=C2
2S+1 = 1
HOMO = -7.453 eV
Gap between HOMO and LUMO = 0.31878 Eh

Element x y z (Å)
C: -1.9872 0.9405 -0.4700
C: -2.2283 -0.1634 -1.1438
C: -0.4096 -1.0173 0.8188
C: 0.6105 -0.5243 -0.2270
C: -1.1121 -0.2095 -0.1918
C: 1.5318 0.6137 0.1014
H: -2.2155 1.9600 -0.2745
H: -2.8115 -0.6934 -1.8570
H: -0.6062 -2.0837 0.8078
H: -0.3047 -0.6362 1.8298
H: 0.9078 -1.2376 -0.9748
H: 1.8911 0.5439 1.1294
H: 1.0428 1.5810 -0.0127
H: 2.3978 0.5963 -0.5546

---

Run y
Computed, not measured: a single C6H8 molecule, with wB97M-V/def2-TZVPD.

SMILES = C#CC1CCC1
2S+1 = 1
HOMO = -9.790 eV
Gap between HOMO and LUMO = 0.40299 Eh

Element x y z (Å)
C: -0.8911 0.5836 -2.7478
C: -0.7977 0.4561 -1.5520
C: -0.5875 0.2740 -0.1168
C: -0.2274 -1.1124 0.5026
C: 0.7230 -0.3566 1.4538
C: 0.7600 0.7999 0.4492
H: -0.9876 0.6497 -3.8105
H: -1.4699 0.5524 0.4599
H: -1.0419 -1.6659 0.9829
H: 0.2724 -1.7592 -0.2196
H: 0.1918 -0.0388 2.3579
H: 1.6619 -0.8323 1.7375
H: 1.5236 0.6256 -0.3161
H: 0.8704 1.8241 0.8190

---

run y comes first in stability; the runner-up is 177.6 kJ/mol higher.

---

Run w
Computed, not measured: a single C6H8 molecule, with wB97M-V/def2-TZVPD.

2S+1 = 1
HOMO (alpha / beta) = -7.852 / -7.434 eV
Gap between HOMO and LUMO (alpha / beta) = 0.28653 / 0.25586 Eh

Element x y z (Å)
C: -1.1212 0.8749 0.5909
C: -0.3186 -0.3537 0.3814
C: -1.9513 1.7553 0.0332
C: -1.1201 -1.5119 0.2903
C: 1.1572 -0.7750 0.2443
C: 2.1659 0.1658 -0.3361
H: -2.3860 1.6716 -1.0264
H: -2.3219 2.5521 0.5890
H: -0.5314 -2.3970 0.0228
H: -2.1903 -1.4899 0.1012
H: 1.2823 -1.8207 0.4822
H: 2.8589 -0.4234 -0.8192
H: 2.7205 0.8347 0.4642
H: 1.7561 0.9173 -1.0180

---

Run x
Computed, not measured: a molecular structure, C6H8, with wB97M-V/def2-TZVPD.

2S+1 = 1
HOMO = -8.950 eV
Gap between HOMO and LUMO = 0.37262 Eh

Element x y z (Å)
C: 0.7693 -0.3633 1.0194
C: -0.1132 0.9253 0.3539
C: 0.5001 0.4355 -1.0425
C: 0.3235 -0.8671 -0.3927
C: -1.1392 -0.8657 -0.1821
C: -1.4887 0.3090 0.2012
H: 1.8288 -0.1315 0.9484
H: 0.7608 -0.7632 2.0810
H: -0.1163 2.0666 0.6432
H: 0.0624 0.9487 -1.8484
H: 1.5923 0.8459 -1.0761
H: 1.0249 -1.6078 -0.8186
H: -1.6992 -1.7202 -0.5069
H: -2.3055 0.7879 0.6203

---

run x comes first in stability; the runner-up is 172.8 kJ/mol higher.

---

Run w
Computed, not measured: a single C6H8 molecule, with wB97M-V/def2-TZVPD.

2S+1 = 1
HOMO = -8.085 eV
Gap between HOMO and LUMO = 0.28546 Eh

Element x y z (Å)
C: 1.3149 0.8266 -0.5945
C: -0.1594 0.4452 -0.4038
C: -0.4539 -1.0372 -0.7182
C: -0.8097 -1.7774 0.5395
C: -0.9033 -0.7102 1.5286
C: -0.5614 0.5029 1.0362
H: 1.5184 1.8434 -0.2414
H: 1.5923 0.7733 -1.6521
H: -0.7784 1.1359 -0.9947
H: 0.3570 -1.5423 -1.2589
H: -1.3359 -1.1507 -1.3689
H: 1.9596 0.1371 -0.0373
H: -1.1963 -0.8810 2.5621
H: -0.5436 1.4344 1.6035

---

Run x
Computed, not measured: a single C6H8 molecule, with wB97M-V/def2-TZVPD.

2S+1 = 1
HOMO = -7.670 eV
Gap between HOMO and LUMO = 0.28823 Eh

Element x y z (Å)
C: 3.0012 -0.1079 0.2934
C: 1.7172 -0.3805 0.2263
C: 0.3711 -0.1135 0.1672
C: -0.4254 1.1536 -0.0495
C: -1.6008 0.2383 -0.4838
C: -0.8755 -0.9836 0.1442
H: 3.5477 -0.0081 -0.6500
H: 1.2595 -0.8561 1.2063
H: -0.6357 1.6920 0.8813
H: -0.0095 1.8571 -0.7786
H: -2.5858 0.4784 -0.0762
H: -1.6726 0.1566 -1.5711
H: -0.8163 -1.9032 -0.4461
H: -1.2750 -1.2232 1.1368

---

run w comes first in stability; the runner-up is 242.9 kJ/mol higher.

---

Run w
Computed, not measured: a single CH3IN4 molecule, with wB97M-V/def2-TZVPD.

SMILES = I[C@@H]1N=NNN1
2S+1 = 1
HOMO = -8.439 eV
Gap between HOMO and LUMO = 0.29429 Eh

Element x y z (Å)
C: -0.2719 0.2643 -1.1940
N: -1.2708 1.2507 -1.0202
N: -1.3888 1.5073 0.2236
N: 0.1397 -0.0975 0.1212
N: -0.5074 0.8471 0.9381
I: 1.5066 1.4961 -2.3542
H: -0.6148 -0.7395 -1.9855
H: 1.2080 -0.2542 0.3076
H: -0.3586 0.9439 1.9200

---

Run x
Computed, not measured: 2 unconnected molecules or ions with the total composition CH3IN4, with wB97M-V/def2-TZVPD.

2S+1 = 1
HOMO = -9.599 eV
Gap between HOMO and LUMO = 0.35501 Eh

Element x y z (Å)
C: 1.4919 -0.6226 -0.2726
N: -2.3010 0.0324 -1.5359
N: -1.9937 0.2776 -0.4841
N: 0.7162 -0.2888 0.6251
N: -1.7346 0.7907 0.5754
I: 3.3722 0.5161 -0.6976
H: 1.2366 -1.4661 -0.9386
H: 1.1273 0.4760 1.2746
H: -1.9151 0.2848 1.4537

---

run x comes first in stability; the runner-up is 67.0 kJ/mol higher.